C19H20O6 in the gas phase, computed with ωB97M-V with the def2-TZVPD basis set.

The geometry in XYZ format:
```
45
Properties=species:S:1:pos:R:3:mulliken_charge:R:1
C 2.6521 -0.6825 -4.5065 -1.114
C 1.7807 -1.8985 -4.3310 -0.457
C 0.9368 -2.1991 -3.2667 0.671
C 0.2431 -3.5434 -3.3259 -1.367
C 0.6543 -1.2489 -2.1158 0.795
O 0.9250 -0.0655 -2.2910 -0.611
O 0.0391 -1.7578 -1.0444 -0.497
C -0.0652 -0.9401 0.0609 0.266
C 1.0930 -0.6409 0.7298 -0.658
C 1.1312 0.2769 1.9105 0.174
C 1.8956 1.6261 1.5885 1.212
C 0.9987 2.7115 0.9274 -1.476
C 2.4530 2.2283 2.8746 -1.574
O 2.9301 1.3735 0.6494 -0.649
O -0.2160 0.5300 2.4575 -0.500
C -1.3538 0.2189 1.7521 0.206
C -1.3447 -0.4709 0.5799 0.454
C -2.6541 -0.8183 -0.1593 -0.707
C -3.8865 -0.2995 0.5002 -1.165
C -3.8421 0.3887 1.6926 -0.040
O -4.8743 0.9058 2.4759 -0.434
C -4.2266 1.3915 3.5949 0.189
O -4.7749 1.9514 4.5513 -0.619
C -2.8288 1.2143 3.5145 -0.363
C -2.5926 0.6330 2.3349 0.909
H 3.2484 -0.4971 -3.6226 0.256
H 3.3352 -0.7780 -5.3293 0.393
H 2.0539 0.1966 -4.7108 0.256
H 1.9099 -2.6303 -5.1132 0.273
H 0.5620 -4.1618 -2.5109 0.303
H 0.4853 -4.0691 -4.3008 0.339
H -0.8553 -3.5238 -3.2244 0.280
H 2.0519 -1.0084 0.3822 0.604
H 1.7109 -0.2448 2.6935 0.416
H 0.1765 3.0089 1.6094 0.256
H 1.6012 3.5978 0.6399 0.443
H 0.5387 2.2888 -0.0032 0.263
H 1.6351 2.4515 3.5274 0.329
H 3.0195 3.1798 2.7061 0.379
H 3.1396 1.5306 3.3828 0.410
H 2.5260 1.1554 -0.1913 0.375
H -2.5796 -0.3844 -1.1554 0.360
H -2.6922 -1.9170 -0.2841 0.416
H -4.8214 -0.5866 0.0486 0.448
H -2.1193 1.5077 4.3021 0.558
```

The calculation puts the LUMO energy at -0.028 Eh. The maximum force is 4.8 eV Å⁻¹. The energy relative to the best compared isomer or geometry (same formula, charge and spin) comes out at 168.0 kJ/mol. As for the SMILES: C/C=C(/C)C(=O)OC1=C[C@@H](C(C)(C)O)OC2=C1CC=C1OC(=O)C=C12. The calculation puts the HOMO energy at -8.30 eV.